19 unconnected molecules or ions with the total composition C57H114O57 in a non-equilibrium geometry. Source: the OMol25 dataset; level of theory: the ωB97M-V functional and the def2-TZVPD basis.

Properties
E_tot (eV): -177656.2748
Strongest force on any atom (eV Å⁻¹): 6.84
Relative energy (zero: lowest compared OMol25 entry of this formula, charge and spin) (kJ/mol): 447.7
LUMO level (eV): 0.40

XYZ file:
```
228
Properties=species:S:1:pos:R:3:forces:R:3:mulliken_charge:R:1
C 6.0524 0.9669 -0.3389 -1.3 0.4 0.3 -0.78
O 5.7647 0.1203 -1.4545 1.7 -0.6 1.3 -0.47
C 4.8929 0.3362 -2.4064 -0.4 1.5 1.5 0.61
O 4.3019 1.3567 -2.6157 -0.2 1.1 -0.4 -0.06
O 4.7430 -0.7824 -3.0161 -0.5 -2.2 -0.8 -0.43
C 4.0106 -0.7673 -4.2202 -0.1 -0.1 -1.4 -0.53
H 5.1477 1.2696 0.1883 -0.5 -0.1 -0.3 0.32
H 6.5240 1.9176 -0.5877 0.5 -0.4 -0.3 0.31
H 6.5698 0.3544 0.3995 0.5 0.1 -0.5 0.30
H 3.0670 -0.2232 -4.2609 0.1 0.2 0.7 0.21
H 3.7904 -1.7964 -4.5043 0.2 0.0 0.2 0.28
H 4.6818 -0.3341 -4.9617 -0.2 -0.1 -0.2 0.27
C 2.0108 -7.1921 6.0599 -0.5 -0.6 0.3 -0.60
O 3.0128 -6.9063 5.0759 0.0 0.9 1.1 -0.33
C 3.2362 -5.6032 4.8177 -1.5 2.5 -3.6 0.78
O 2.5325 -4.5786 5.0009 2.2 -3.6 0.8 -0.42
O 4.2230 -5.6272 3.8465 0.0 0.5 1.1 -0.38
C 4.5543 -4.4260 3.1221 -0.8 0.9 -0.8 -0.33
H 1.1756 -6.4974 5.9712 0.3 0.1 0.3 0.20
H 2.4173 -7.2873 7.0668 0.3 0.8 0.0 0.31
H 1.6174 -8.2003 5.9300 0.2 0.0 -0.9 0.26
H 3.6995 -3.9155 2.6783 -0.8 -0.4 0.3 0.01
H 5.1196 -4.6619 2.2204 0.4 -0.7 0.5 0.41
H 5.0074 -3.5848 3.6467 0.4 -0.7 0.7 0.16
C -4.3209 -3.4221 3.4309 0.1 1.0 0.8 -1.15
O -3.0450 -3.3780 2.8003 -2.3 -0.8 -2.1 0.77
C -1.9387 -3.2119 3.4313 0.0 -0.4 2.9 -0.23
O -1.8050 -2.8464 4.5848 0.1 0.3 -0.6 -0.68
O -1.0150 -3.6910 2.6558 1.7 -0.3 -2.1 1.01
C 0.3206 -3.7461 3.1466 -0.1 -0.3 1.1 -0.93
H -5.0619 -4.0318 2.9138 0.7 -0.2 -0.5 0.21
H -4.6808 -2.3939 3.3929 -0.3 0.0 0.5 0.27
H -4.2093 -3.8234 4.4382 -0.1 0.3 0.1 0.43
H 0.9499 -4.3783 2.5202 -0.4 0.2 -0.4 -0.24
H 0.2245 -4.2489 4.1089 0.6 0.4 0.2 0.57
H 0.7383 -2.7447 3.2510 0.1 -0.1 0.1 0.15
C -2.2307 7.7067 -1.5624 3.3 0.8 0.9 -0.33
O -3.4779 7.6189 -1.0236 -3.2 -2.5 1.2 -0.37
C -3.7865 6.4292 -0.3125 3.2 -0.2 -0.7 0.42
O -2.9411 5.5153 -0.1255 -3.5 2.9 -0.5 -0.08
O -5.0537 6.5646 0.0651 1.4 0.8 -1.5 -0.35
C -5.7415 5.5492 0.7014 -0.7 -0.7 2.0 -0.55
H -1.5728 7.9235 -0.7209 0.6 -0.4 0.2 0.41
H -2.0673 8.6263 -2.1243 -0.9 -0.2 -0.6 0.33
H -1.7989 6.8309 -2.0466 -0.6 -0.1 -0.2 -0.20
H -5.2909 5.3787 1.6792 0.3 -0.5 0.0 0.23
H -5.8604 4.6086 0.1635 0.2 0.2 -0.3 0.29
H -6.7084 5.9753 0.9691 -0.1 -0.1 -0.5 0.27
C 0.6160 1.5956 -3.0302 0.6 0.4 -1.4 -0.10
O 0.6060 0.2908 -2.4228 -0.2 0.9 1.7 -0.42
C 0.3684 0.2957 -1.0663 -0.1 0.6 -0.9 0.26
O 0.5643 1.2298 -0.3102 -0.3 -1.6 -0.9 -0.40
O -0.1682 -0.9182 -0.8030 0.8 1.1 0.0 -0.35
C -0.2299 -1.2688 0.5606 -0.4 -0.7 0.8 -0.43
H -0.2941 2.1771 -2.8828 -0.2 -0.4 0.1 0.35
H 0.7840 1.3774 -4.0849 -0.6 -0.1 -0.2 0.21
H 1.4446 2.2876 -2.8797 0.3 -0.5 1.2 0.02
H 0.7500 -1.5218 0.9653 0.2 0.1 -0.1 0.75
H -0.8494 -2.1643 0.6107 0.1 0.0 0.0 -0.36
H -0.6900 -0.5110 1.1948 0.0 0.3 -0.2 0.22
C -1.8997 -5.6210 -0.9721 1.5 0.8 0.6 -0.27
O -2.2880 -6.9106 -0.6009 -0.6 -1.0 0.5 -0.39
C -3.0172 -7.1497 0.5145 -0.9 2.3 -1.0 0.86
O -3.5891 -6.3488 1.2234 0.8 0.1 -0.3 -0.57
O -3.1523 -8.4241 0.5696 0.4 -3.7 0.7 -0.37
C -4.1404 -9.0009 1.4253 -2.2 1.6 0.4 -0.78
H -2.6879 -4.9329 -1.2777 -0.2 -0.4 0.0 0.36
H -1.1398 -5.7519 -1.7425 -0.4 0.0 -0.4 0.27
H -1.3050 -5.2072 -0.1577 -0.3 0.5 0.2 -0.02
H -4.3705 -8.3973 2.3032 1.0 0.1 0.4 0.31
H -4.1138 -10.0501 1.7195 1.2 0.1 -0.6 0.24
H -5.1033 -8.8443 0.9392 -0.1 -0.4 -0.6 0.38
C -0.1056 0.0576 9.2415 -0.5 0.2 -0.6 -0.72
O -0.4931 0.5176 7.9048 0.0 -0.1 1.1 -0.14
C 0.1280 0.0979 6.7757 2.8 -1.7 4.5 0.45
O 1.1746 -0.5079 6.7659 0.2 0.0 -0.2 -0.54
O -0.5983 0.4222 5.8286 -2.9 1.8 -6.0 -0.11
C -0.1834 0.1830 4.4283 0.4 -1.3 0.0 0.13
H -1.0415 -0.0493 9.7899 -0.1 -0.2 -0.3 0.12
H 0.4174 0.8286 9.8074 0.5 0.1 -0.5 0.28
H 0.4322 -0.8904 9.2462 0.1 0.2 -0.3 0.34
H 0.2854 0.9993 3.8787 -0.3 0.5 1.0 0.08
H -1.0011 -0.1643 3.7967 -0.7 0.4 0.7 -0.22
H 0.4918 -0.6716 4.3847 0.3 0.1 0.5 0.15
C -1.1562 -6.7298 3.7442 -0.1 0.4 -0.6 -0.12
O -1.6665 -8.0318 4.1553 -0.6 2.2 0.0 -0.36
C -1.3090 -9.0941 3.5274 4.9 -2.4 -1.6 0.82
O -0.2855 -9.1717 2.7619 -4.2 -0.2 2.1 -0.66
O -2.0063 -10.1219 4.0863 0.3 -0.8 -0.9 -0.32
C -1.9371 -11.5132 3.6001 -0.3 0.4 -0.4 -0.65
H -0.5309 -6.6636 2.8539 0.2 -1.1 0.0 0.04
H -0.5687 -6.2878 4.5489 -0.5 -0.1 0.2 0.15
H -2.0091 -6.1370 3.4136 -0.2 0.1 0.7 0.20
H -2.2980 -12.1923 4.3725 0.0 0.6 0.4 0.29
H -0.9735 -11.9054 3.2748 0.3 0.8 0.1 0.30
H -2.6320 -11.6335 2.7690 0.1 0.3 -0.1 0.22
C 3.2620 3.5406 -5.8217 1.2 0.7 -2.2 -0.49
O 2.1741 3.8782 -5.0299 -0.5 0.2 1.4 -0.03
C 1.4439 4.9989 -5.1937 1.2 1.5 -3.3 0.49
O 1.6248 5.8831 -6.0674 -0.5 -2.6 2.9 -0.66
O 0.4642 4.8966 -4.3239 -1.6 0.6 0.6 -0.02
C -0.5902 5.8732 -4.3500 -1.2 0.9 -0.2 -0.14
H 2.9186 2.9503 -6.6712 0.0 -0.3 0.1 0.28
H 4.1129 3.0487 -5.3505 -0.8 -0.4 0.9 -0.20
H 3.7602 4.3959 -6.2781 -0.4 0.5 0.0 0.47
H -0.3810 6.7987 -3.8135 0.9 0.0 -0.4 0.38
H -1.5518 5.5996 -3.9158 0.8 -1.5 0.8 -0.44
H -1.0415 6.0906 -5.3181 1.2 0.2 -0.7 0.37
C 2.1324 -3.1880 -1.7807 1.2 0.5 -1.3 -1.16
O 1.5715 -4.0747 -0.8760 0.3 -2.0 2.1 -0.09
C 2.3992 -5.0273 -0.2957 -0.5 0.0 -0.3 0.37
O 3.5856 -5.1584 -0.4686 -1.0 0.3 0.1 -0.61
O 1.5976 -5.7937 0.4733 -1.0 1.4 0.0 0.19
C 1.9674 -7.0516 1.0125 0.8 -0.9 -0.7 -0.57
H 2.8675 -2.4953 -1.3708 -0.2 0.2 0.5 0.43
H 1.3095 -2.6457 -2.2464 0.2 0.0 0.1 0.30
H 2.7200 -3.7403 -2.5140 -0.2 -0.1 -0.4 0.57
H 2.1471 -7.6914 0.1486 0.7 -0.2 0.2 0.36
H 1.1595 -7.5822 1.5164 -0.5 0.9 0.1 0.04
H 2.8078 -6.9937 1.7043 0.2 0.1 -0.3 0.25
C -0.1736 -1.0697 -8.6505 -0.9 -1.5 0.2 -0.62
O 0.8973 -0.2193 -8.6472 2.6 2.3 -0.1 -0.31
C 1.8679 -0.2309 -7.7211 0.6 -0.1 1.7 0.82
O 1.7965 -0.6828 -6.5915 -0.3 -0.1 -1.1 -0.52
O 2.9509 0.4031 -8.1855 -1.0 0.2 -1.0 -0.38
C 4.2526 0.4394 -7.5480 -1.3 -0.4 -0.1 -0.05
H -0.6773 -0.8733 -9.5970 0.0 -0.3 0.1 0.24
H -0.8847 -0.9327 -7.8359 0.1 0.1 0.2 0.21
H 0.2475 -2.0741 -8.6046 -0.6 -0.3 -0.1 0.33
H 4.7663 1.1102 -8.2366 0.5 -0.3 0.5 0.21
H 4.6122 -0.5891 -7.5162 0.4 0.2 -0.2 0.45
H 4.2002 0.8101 -6.5243 -0.1 0.3 -0.2 -0.32
C 6.9482 2.4266 -4.4876 0.4 -0.8 1.1 -0.34
O 7.5432 3.5742 -5.0403 0.5 1.8 -2.8 -0.34
C 7.5360 3.8005 -6.4024 -1.4 0.7 -0.5 0.75
O 7.1500 3.0300 -7.2641 0.9 0.8 1.4 -0.56
O 7.8601 5.1376 -6.6585 -0.1 -1.7 2.1 -0.31
C 8.0232 5.5615 -7.9824 0.6 -0.5 -1.8 -0.69
H 7.7135 2.0679 -3.7993 -0.1 -0.4 0.0 0.35
H 6.6894 1.6090 -5.1604 0.0 0.4 -0.4 0.31
H 6.1062 2.7058 -3.8542 -0.2 0.1 -0.4 -0.07
H 7.3324 5.0612 -8.6611 -0.1 0.1 0.1 0.30
H 9.0279 5.3533 -8.3504 0.2 -0.6 0.2 0.29
H 7.9961 6.6391 -8.1444 -0.7 0.1 1.0 0.27
C 2.8897 1.1307 3.4452 -1.6 0.1 -0.7 -0.22
O 3.5333 -0.0988 3.7552 -1.1 -0.1 -1.7 -0.06
C 4.2025 -0.2765 4.8533 1.1 2.1 1.6 0.66
O 4.6333 0.6450 5.5282 -0.4 -1.4 0.0 -0.64
O 4.3730 -1.5784 5.0001 -0.5 -0.8 -0.1 -0.16
C 4.6478 -2.1589 6.2601 1.2 -0.4 0.5 -0.81
H 2.3057 1.5997 4.2370 1.1 0.1 0.8 0.08
H 2.0253 0.8252 2.8556 0.4 -0.3 -0.7 -0.20
H 3.4304 1.8434 2.8225 0.5 -0.2 0.5 0.50
H 3.8069 -2.5987 6.7965 -0.6 0.8 -0.3 0.25
H 5.2396 -1.4713 6.8643 -0.3 0.0 0.1 0.44
H 5.2525 -3.0443 6.0640 0.3 0.1 -0.2 0.24
C -3.9060 -2.3632 -0.1826 1.4 0.1 -0.7 -0.54
O -3.3409 -1.0249 -0.2686 -0.5 0.4 0.4 -0.19
C -3.5446 -0.1805 0.7368 0.2 1.1 0.6 0.63
O -4.1276 -0.4323 1.7811 0.7 0.7 -1.2 -0.72
O -2.9253 1.0177 0.3906 -1.2 -2.0 -0.4 0.14
C -3.1767 2.2130 1.1340 1.2 -0.4 0.3 0.12
H -4.3396 -2.6131 0.7858 -0.1 0.3 -0.4 0.20
H -3.0197 -2.9635 -0.3881 -0.1 -0.4 0.5 -0.04
H -4.5044 -2.5085 -1.0819 -0.6 0.2 0.5 0.39
H -4.2069 2.5666 1.0902 0.0 -0.3 0.2 0.27
H -2.5160 2.9457 0.6707 -0.2 0.0 -0.1 -0.17
H -2.7619 2.0315 2.1255 -0.6 0.4 0.3 -0.17
C -4.3209 -0.4203 5.7603 -0.3 -0.4 -0.4 -0.80
O -4.2054 0.2816 7.0111 1.0 0.8 -2.1 -0.22
C -4.5937 -0.2548 8.1383 -0.8 -5.5 -3.3 0.73
O -5.1527 -1.3819 8.1424 0.7 3.1 1.4 -0.64
O -4.0855 0.4585 9.0596 0.1 1.4 3.2 -0.22
C -4.5911 0.1823 10.3687 -0.3 -0.1 0.7 -0.76
H -5.2218 -0.0310 5.2861 0.0 -0.4 -0.2 0.40
H -4.2837 -1.5096 5.7716 -0.8 0.0 1.0 0.57
H -3.4703 -0.3120 5.0873 0.3 1.3 0.5 0.00
H -5.6800 0.2236 10.3449 0.0 -0.2 0.0 0.36
H -4.2462 0.9311 11.0818 0.2 0.2 -0.5 0.24
H -4.2545 -0.7824 10.7485 -0.1 -0.1 -0.3 0.31
C -4.4493 4.9070 -3.2484 -0.7 0.6 1.6 -0.79
O -3.3256 4.3169 -3.8659 0.2 -0.3 -0.1 0.16
C -3.3433 2.9686 -3.9511 -2.5 -1.8 -0.9 0.38
O -4.2476 2.2525 -3.4929 2.9 1.7 -1.1 -0.60
O -2.3274 2.6200 -4.7953 -0.3 0.9 0.9 0.00
C -2.4234 1.5336 -5.7170 -0.4 -1.0 0.6 -0.90
H -4.5641 4.5359 -2.2300 -0.2 -0.6 -0.2 0.09
H -5.3904 4.8433 -3.7946 0.2 -0.6 -0.2 0.39
H -4.3105 5.9682 -3.0415 0.7 0.1 -0.7 0.25
H -3.0015 1.7931 -6.6039 0.0 0.3 0.1 0.31
H -2.8825 0.6672 -5.2408 -0.2 0.1 0.1 0.39
H -1.4148 1.2253 -5.9924 0.0 0.4 0.1 0.22
C 0.3070 4.7734 -0.0719 0.1 -0.8 0.9 -0.11
O 1.4440 4.5249 -0.9103 0.7 0.6 -0.3 0.05
C 2.6758 4.4422 -0.3601 -0.1 -1.1 1.7 0.71
O 2.9165 4.3187 0.8572 -0.2 0.7 -3.4 -0.68
O 3.5451 4.3978 -1.4097 -2.3 0.4 0.8 -0.05
C 4.9246 4.5461 -1.2403 0.3 0.1 0.6 -0.55
H 0.5835 5.4429 0.7426 -0.1 0.0 -0.1 0.43
H -0.0348 3.8232 0.3382 0.2 -0.1 0.3 0.02
H -0.5621 5.1407 -0.6176 0.6 0.3 -0.5 -0.32
H 5.3436 3.5431 -1.1590 0.4 0.3 -0.2 -0.07
H 5.1613 5.1387 -0.3565 0.0 -0.1 0.2 0.39
H 5.2415 5.1168 -2.1132 0.3 -0.4 0.0 0.21
C 0.7482 3.6183 6.1824 0.4 0.1 -0.5 -0.42
O -0.6810 3.7877 6.2400 -0.2 -0.1 0.7 -0.40
C -1.4715 3.5226 5.2033 3.0 -1.4 -2.8 0.84
O -0.9625 3.2296 4.0659 -2.9 1.0 3.5 -0.39
O -2.7435 3.5722 5.6111 0.5 -0.1 -1.2 -0.35
C -3.7380 3.2509 4.5968 0.6 0.2 0.1 -0.29
H 1.1836 4.0413 5.2771 -0.3 0.4 0.1 0.28
H 1.1455 2.6034 6.1949 -0.9 -0.5 0.0 0.01
H 1.1627 4.0604 7.0884 -0.3 0.4 -0.2 0.29
H -3.6344 3.9036 3.7300 0.0 0.3 0.2 0.27
H -4.6903 3.3933 5.1075 0.1 -0.2 -0.2 0.29
H -3.5887 2.2435 4.2082 -0.1 -0.1 0.4 -0.06
C -2.8403 5.0216 -7.3102 -0.2 -0.3 0.4 -0.30
O -3.8888 4.2852 -8.0282 0.5 0.3 1.1 -0.12
C -4.3547 4.6677 -9.1894 -0.2 1.6 -3.5 0.63
O -3.8393 5.4546 -10.0150 -1.5 -2.1 2.8 -0.58
O -5.5566 3.9795 -9.4231 1.7 1.7 0.8 -0.30
C -6.4025 4.4917 -10.4627 -0.7 -1.0 -0.4 -0.68
H -1.8604 4.9907 -7.7866 -0.3 0.0 -0.3 0.37
H -2.7793 4.5475 -6.3306 0.1 -0.5 -0.3 -0.26
H -3.1102 6.0356 -7.0153 -0.4 0.2 -0.9 0.40
H -6.4476 3.7061 -11.2169 0.5 0.4 -0.5 0.25
H -6.1943 5.4834 -10.8643 0.6 -0.3 0.2 0.33
H -7.4362 4.4879 -10.1169 0.1 0.2 0.7 0.26
```
Forces are in eV/Å.